An isolated molecule of C4H4O2 in a non-equilibrium geometry. Source: OMol25; level of theory: ωB97M-V with the def2-TZVPD basis set.

As for the highest occupied orbital energy (alpha / beta): -8.595 / -8.148 eV. For the maximum force, the calculation gives 6.84 eV Å⁻¹. The value obtained for the total energy is -8300.133 eV. As for the HOMO-LUMO gap (alpha / beta): 7.74 / 6.90 eV. The value obtained for the LUMO energy (alpha / beta) is -0.86 / -1.25 eV.

ORCA input file:
```
! RIJCOSX wB97M-V def2-TZVPD def2/J DEFGRID3
* xyz 0 1
O -0.60686 -0.86537 1.33502
O -1.21851 -1.54025 -1.25634
C 0.72351 0.95858 0.47058
C -0.08724 0.55010 -0.73639
C -0.21378 -0.89004 -1.02952
C 0.31050 -0.47230 0.27998
H 0.41776 0.94982 -1.60759
H 0.22255 1.54336 1.23395
H 1.77221 1.19428 0.33997
H -1.32013 -1.42819 0.97034
*
```

=====

A cluster of 16 separate species, C6H32O19 in total in a non-equilibrium geometry. Source: OMol25; level of theory: ωB97M-V with the def2-TZVPD basis set.

As for the highest occupied orbital energy: -3.141 eV. For the maximum force, the calculation gives 6.39 eV Å⁻¹. The value obtained for the total energy is -45646.686 eV. As for the HOMO-LUMO gap: 7.41 eV. The value obtained for the LUMO energy is 4.27 eV.

ORCA input file:
```
! RIJCOSX wB97M-V def2-TZVPD def2/J DEFGRID3
* xyz -2 1
O 0.19765 -4.59584 1.56483
O 2.15605 -2.11744 3.70407
O 0.87264 -3.50227 -1.54741
O -4.52784 2.99857 -0.69541
O -4.22660 -1.95311 -0.28655
O 0.95377 -1.85511 0.67534
O 0.86543 3.25647 1.19282
O -1.45933 2.50215 -1.39275
O -1.96556 1.06287 3.18565
O 4.12096 0.54509 -3.43086
O 3.63326 -2.14955 1.05084
O -0.44176 -1.18088 3.83219
O -2.95208 4.95917 -2.48227
O -2.92413 0.55635 0.40318
O -0.02864 2.74887 -4.06775
O 2.37037 -0.03914 -1.08968
O -5.05580 0.22842 2.36489
O 3.17804 -2.70575 -2.39478
O 4.12747 1.10511 0.61374
C 1.17922 0.18654 -0.72331
C 0.40562 1.34788 -1.26422
C -1.64902 0.49471 -0.03226
C 0.41912 -0.82621 0.27383
C -1.01688 -0.56325 0.48380
C -0.89300 1.49164 -0.92411
H -0.71625 -1.97984 3.38217
H -2.07257 0.90865 2.24704
H -3.47478 -1.46860 0.05441
H 0.96435 2.08096 -1.82709
H -0.89248 -0.47631 3.36671
H -4.06679 -2.85972 -0.02433
H -3.81694 2.35999 -0.63982
H 0.56102 3.09353 0.30006
H 1.74597 -3.51796 -1.93893
H -2.52179 4.29637 -1.94211
H 0.85741 2.39504 1.61009
H 4.16276 -1.35846 0.95064
H -0.21172 2.46077 -3.17348
H 0.16581 -3.89968 0.90864
H -1.79556 2.00217 3.25668
H 3.24407 -2.05027 -1.70036
H -1.49764 -1.39247 0.98146
H 4.06255 -2.76230 -2.75631
H 0.53887 3.51247 -3.96245
H -2.27453 5.24703 -3.09406
H 4.68660 0.33448 0.71243
H 0.98540 -3.01967 -0.72850
H 1.26516 -1.98257 4.02710
H 2.73267 -1.85409 0.91708
H 1.08710 -4.94399 1.50240
H -4.30198 3.54414 -1.44878
H 3.45234 0.83371 -0.00817
H -4.82059 -0.61381 2.75421
H 3.67328 0.66042 -4.26902
H 3.41519 0.41117 -2.79826
H 2.05358 -2.23579 2.75975
H -4.52950 0.27932 1.56699
*
```

=====

An isolated molecule of C3H11N5 in a non-equilibrium geometry. Source: OMol25; level of theory: ωB97M-V with the def2-TZVPD basis set.

As for the highest occupied orbital energy: -8.405 eV. For the maximum force, the calculation gives 6.72 eV Å⁻¹. The value obtained for the total energy is -10733.682 eV. As for the HOMO-LUMO gap: 9.14 eV. The value obtained for the LUMO energy is 0.73 eV.

ORCA input file:
```
! RIJCOSX wB97M-V def2-TZVPD def2/J DEFGRID3
* xyz 0 1
N 0.17821 -1.36984 0.28560
N 1.45833 0.65863 1.15205
N -0.27215 2.14718 0.17836
N -0.14024 -0.19746 -0.40217
N -0.73752 2.06012 -1.17264
C 0.37607 0.89635 0.36108
C 0.40789 -2.14828 -1.05109
C -0.94153 -1.99940 0.98087
H -0.32933 -1.79733 -1.84730
H -1.67543 2.69985 -1.30953
H 0.29089 -3.21859 -0.76205
H -1.14784 0.03695 -0.57061
H 0.31937 2.86710 0.42178
H -0.03760 2.75263 -1.68514
H 1.50760 -1.63022 -1.48557
H 2.29094 1.35605 1.62503
H -0.58165 -3.04385 0.93519
H -1.04274 -1.71444 2.13725
H -2.05525 -1.89060 0.50740
*
```

=====

A cluster of 2 separate species, C3H7NO2 in total in a non-equilibrium geometry. Source: OMol25; level of theory: ωB97M-V with the def2-TZVPD basis set.

As for the highest occupied orbital energy (alpha / beta): -14.583 / -14.003 eV. For the maximum force, the calculation gives 1.47 eV Å⁻¹. The value obtained for the total energy is -8798.832 eV. As for the HOMO-LUMO gap (alpha / beta): 10.12 / 5.10 eV. The value obtained for the LUMO energy (alpha / beta) is -4.47 / -8.90 eV.

ORCA input file:
```
! RIJCOSX wB97M-V def2-TZVPD def2/J DEFGRID3
* xyz 1 2
O 1.43045 1.58736 -1.52490
O -0.68663 -0.70115 1.70629
N 1.95304 -0.63174 -1.06868
C -1.46942 0.16494 1.11543
C 1.39327 0.61438 -0.86210
C -1.47772 0.29851 -0.24429
H 1.44454 -1.47706 -0.87871
H -2.12132 1.03390 -0.69171
H 2.95710 -0.71430 -1.08516
H 0.87956 0.61607 0.16274
H -0.96180 -0.40110 -0.88085
H -1.19107 -1.05043 2.45558
H -2.14998 0.66063 1.79635
*
```

=====

Which of these has the lowest total energy?
C6H32O19